1:
Entry from OMol25: a single C7H14S molecule (ωB97M-V/def2-TZVPD).

Structure (SMILES): CCC/C=C(/C)CS
LUMO level in eV: 0.60
Gap between HOMO and LUMO in eV: 9.2
Charge: 0
HOMO energy in eV: -8.594

```
22
C7H14S ωB97M-V/def2-TZVPD
C 2.12518 -1.13964 0.97517
C 2.37769 -0.07438 -0.26174
C 0.99225 -0.30600 -1.28059
C -0.18015 0.65751 -0.91697
C -1.23421 0.76161 0.00663
C -1.87260 1.96969 0.49296
C -1.70211 -0.44355 0.70947
H 3.11841 -1.72989 1.60604
H 1.60691 -2.15522 0.45596
H 1.40674 -0.82660 1.95841
H 2.44436 1.11663 0.03167
H 3.48010 -0.33332 -0.88674
H 0.81582 -1.25650 -1.08853
H 1.14087 -0.08121 -2.42128
H 0.01006 1.62951 -1.68575
H -2.73207 2.11421 -0.16281
H -2.25436 1.72539 1.60446
H -1.23569 2.96129 0.50661
H -0.86775 -1.30688 0.26601
H -1.81416 -0.62154 1.79498
H -2.41540 -1.36700 -1.37466
S -3.20989 -1.29412 -0.32929
```


2:
Entry from OMol25: a molecular structure, C7H14S (ωB97M-V/def2-TZVPD).

LUMO level (alpha / beta) in eV: -0.13 / 0.14
Gap between HOMO and LUMO (alpha / beta) in eV: 6.5 / 7.1
Charge: 0
HOMO energy (alpha / beta) in eV: -6.607 / -6.944

```
22
C7H14S ωB97M-V/def2-TZVPD
C -0.57113 -1.02514 -1.38071
C 0.33421 1.31965 -0.49027
C -1.18586 1.14003 -0.21919
C -1.67105 -0.24379 -0.64677
C 1.09404 2.42102 0.35197
C -2.09113 -1.05300 0.59687
C 2.37979 -1.66676 0.50995
S 0.90521 -0.23738 -0.65972
H -0.55759 -2.04052 -1.28343
H -1.25829 1.17763 0.85459
H -1.57610 1.89338 -0.83461
H -2.44592 -0.17261 -1.42568
H 0.95650 2.07880 1.37250
H 0.79461 3.46041 0.23782
H 2.07007 2.30238 0.00384
H -1.31722 -1.27459 1.29755
H -2.52483 -2.08111 0.25110
H -2.83739 -0.43711 1.14607
H 2.05370 -2.44723 -0.17321
H 3.49640 -1.63835 0.48212
H 1.97424 -1.50444 1.56985
H 1.97775 0.02873 -1.56065
```


The data favor 1; the next most stable structure lies 1.900 eV above it.


1:
Entry from OMol25: 2 unconnected molecules or ions with the total composition C4H8O4 (ωB97M-V/def2-TZVPD).

LUMO level in eV: 6.69
Gap between HOMO and LUMO in eV: 6.0
Charge: -2
HOMO energy in eV: 0.727

```
16
C4H8O4 ωB97M-V/def2-TZVPD
O 1.71771 1.29947 -0.18783
C 1.35843 0.13757 0.02286
O 1.80361 -1.03866 -0.03716
C -0.16156 0.12918 0.59397
C -1.05887 0.32671 -0.62397
C -2.54938 -0.10770 -0.03817
O -3.60781 0.46695 -0.59307
H -0.42757 0.90947 1.38161
H -0.58165 -0.85633 1.09392
H -0.86956 -0.34880 -1.43227
H -1.24557 1.40708 -0.98472
H -2.59750 -1.21435 -0.08023
H -2.57759 0.31147 1.12295
H 3.23901 -1.19053 -0.08144
H 3.51010 0.25556 -0.08969
O 4.04820 -0.48710 -0.06676
```


2:
Entry from OMol25: 2 unconnected molecules or ions with the total composition C4H8O4 (ωB97M-V/def2-TZVPD).

LUMO level in eV: 6.91
Gap between HOMO and LUMO in eV: 6.2
Charge: -2
HOMO energy in eV: 0.671

```
16
C4H8O4 ωB97M-V/def2-TZVPD
O 0.01248 3.07938 -0.43519
C 0.69193 2.19321 0.16045
O 1.57800 2.34981 1.03517
C 0.49057 0.74075 -0.32658
C 0.21419 -0.32770 0.71051
C 0.81156 -1.70960 0.06921
O 0.11481 -2.09171 -1.00913
H 1.19498 0.52965 -1.13746
H -0.37946 0.71763 -1.00563
H -0.82590 -0.56341 0.91697
H 0.75595 -0.14043 1.64391
H 1.89787 -1.43665 -0.02669
H 0.62064 -2.43465 0.89740
H -2.11484 -0.93833 -0.12595
H -2.30489 0.42438 -0.79449
O -2.75792 -0.39231 -0.57250
```


The data favor 2; the next most stable structure lies 0.829 eV above it.


1:
Entry from OMol25: a molecular structure, C6H15N (ωB97M-V/def2-TZVPD).

Spin multiplicity: 2
LUMO level (alpha / beta) in eV: 4.06 / 3.93
Gap between HOMO and LUMO (alpha / beta) in eV: 5.4 / 5.8
Charge: -1
HOMO energy (alpha / beta) in eV: -1.328 / -1.869

```
22
C6H15N ωB97M-V/def2-TZVPD
C 1.95197 1.06588 0.42454
C 1.41412 0.64619 -0.91457
C 0.02213 0.33456 -1.16787
C -0.98624 0.25040 -0.04342
C -2.11947 1.30068 -0.04165
C -1.49533 -1.18849 0.08069
N 1.33543 -1.81691 1.01983
H 3.03210 1.23989 0.32459
H 1.47512 1.90828 0.93562
H 1.87195 0.11040 1.00349
H 1.96744 1.00552 -1.78706
H 0.98696 -0.56005 -0.84095
H -0.42184 -0.00603 -2.09876
H -0.41961 0.44511 0.86764
H -1.62724 2.26820 0.10081
H -2.60500 1.36373 -1.02544
H -2.87371 1.14494 0.73229
H -1.44110 -1.74506 -0.86152
H -0.65618 -1.65071 0.67586
H -2.44380 -1.41323 0.58515
H 1.51646 -2.35644 1.86195
H 1.51584 -2.34689 0.16879
```


2:
Entry from OMol25: 2 unconnected molecules or ions with the total composition C6H15N (ωB97M-V/def2-TZVPD).

Spin multiplicity: 2
LUMO level (alpha / beta) in eV: 4.36 / 4.07
Gap between HOMO and LUMO (alpha / beta) in eV: 6.2 / 5.7
Charge: -1
HOMO energy (alpha / beta) in eV: -1.843 / -1.604

```
22
C6H15N ωB97M-V/def2-TZVPD
C -2.49748 0.02255 0.80725
C -1.35427 -0.09745 -0.13262
C -0.51231 1.13484 -0.52224
C 0.88864 1.00716 0.08003
C 1.65959 -0.23394 -0.42432
C 2.85455 -0.47149 0.58740
N -1.23395 -1.25283 -0.84202
H -2.92076 -0.81460 1.27617
H -2.13264 0.76158 1.53836
H -3.28578 0.54581 0.17584
H -0.53576 -0.73890 0.30193
H -0.37211 0.97724 -1.59839
H -1.13555 2.03677 -0.31419
H 1.52896 1.89794 -0.20486
H 0.80822 0.87483 1.22898
H 1.02971 -1.19193 -0.44330
H 1.96391 -0.03489 -1.46836
H 2.39154 -0.73500 1.52668
H 3.52428 0.40370 0.73478
H 3.47605 -1.33307 0.26286
H -2.00276 -1.57270 -1.37760
H 0.06805 -0.47698 1.88221
```


The data favor 1; the next most stable structure lies 1.279 eV above it.